No. 1
14
Properties=species:S:1:pos:R:3:forces:R:3 method="wB97M-V/def2-TZVPD" lumo_energy_ev=0.47 spin_multiplicity=1 total_charge=0 e_above_lowest_kj_mol=329.7
H -2.18348 -1.29781 1.16214 -1.6 1.9 -3.7
N -2.69540 -0.75969 0.18236 4.8 1.8 2.7
C -1.86173 0.21840 -0.22677 -2.3 -2.9 -1.8
N -0.43263 0.49331 0.04285 -3.7 0.9 -1.2
C -0.38349 2.07416 0.08969 0.5 -2.4 -1.0
C 0.60569 -0.42543 -0.04935 0.1 -0.2 0.5
N 0.29632 -1.76594 -0.09108 -2.7 -1.0 -1.0
S 2.18748 0.07448 0.02428 -0.1 0.1 0.0
H -2.36697 0.88523 -1.20453 1.7 -1.8 3.0
H 0.60413 2.31904 -0.42086 -1.5 0.2 0.7
H -0.29228 2.12903 1.19997 -0.5 1.3 -1.0
H -1.41748 2.44132 -0.49725 3.2 -0.7 2.0
H 0.97544 -2.53592 0.03231 -0.3 1.6 -0.3
H -0.65990 -2.10900 -0.48058 2.3 1.2 1.1


No. 2
14
Properties=species:S:1:pos:R:3:forces:R:3 method="wB97M-V/def2-TZVPD" smiles="[H]/N=C(/NN)[C@@H]1CS1" lumo_energy_ev=0.85 spin_multiplicity=1 total_charge=0 e_above_lowest_kj_mol=166.5
H -1.45998 -1.00101 0.48172 -0.2 0.0 0.1
N -0.71197 -1.45253 -0.03218 0.4 0.3 0.0
C 0.18260 -0.58541 -0.30173 0.3 -0.2 -0.3
N 1.32761 -0.95434 -0.99017 -0.6 -0.3 0.5
N 1.38512 -2.23351 -1.57779 -0.3 -0.1 0.0
C 0.20974 0.86605 0.10931 0.0 0.1 -0.2
C 0.14391 1.17944 1.56315 0.1 1.0 -0.8
S -1.32581 1.65191 0.62665 -0.2 -0.1 0.1
H 1.80005 -0.24622 -1.50884 0.2 0.3 -0.3
H 0.41829 -2.49899 -1.81850 0.5 0.1 0.1
H 1.67407 -2.88784 -0.85053 -0.1 0.1 -0.2
H 0.81114 1.53306 -0.51925 0.0 -0.4 0.3
H 0.02249 0.38065 2.23918 -0.1 -0.9 0.6
H 0.72403 2.01205 1.92642 0.1 0.1 0.0


No. 3
14
Properties=species:S:1:pos:R:3:forces:R:3 method="wB97M-V/def2-TZVPD" lumo_energy_ev=0.82 spin_multiplicity=1 total_charge=0 e_above_lowest_kj_mol=309.3
C 1.70223 0.92177 -0.62941 -2.3 -1.8 -0.4
C 1.86209 0.19068 0.64434 -0.1 -0.5 1.3
N 1.32074 -0.90645 1.08018 1.6 1.2 -0.7
S 0.56674 -1.95847 -0.07024 -0.4 0.8 0.2
C -1.03189 -1.25851 -0.23559 -0.8 2.6 1.2
N -1.41155 -0.15572 0.37566 1.5 -3.1 -1.3
N -2.68821 0.29607 0.21830 1.4 3.8 1.7
H 1.67494 0.15777 -1.41272 -0.5 0.3 -0.3
H 0.78616 1.55567 -0.62573 0.5 -0.7 0.0
H 2.51310 1.51826 -0.81841 2.1 1.6 -0.3
H 2.60473 0.72006 1.29854 -1.0 -0.8 0.2
H -1.65118 -1.80755 -0.93582 -0.3 -0.2 0.0
H -3.44309 -0.30874 0.13246 -1.3 -1.6 -0.1
H -2.80480 1.03516 0.97844 -0.3 -1.6 -1.7


No. 4
15
Properties=species:S:1:pos:R:3:forces:R:3 method="wB97M-V/def2-TZVPD" lumo_energy_ev=0.15 spin_multiplicity=1 total_charge=0 e_above_lowest_kj_mol=549.6
C -0.72313 -0.41947 1.81575 0.4 1.6 1.2
N 0.27333 0.36430 1.03781 -1.5 -2.6 -1.9
C 1.28104 -0.41159 0.55456 0.1 0.9 1.5
S 2.21336 0.04794 -0.73847 0.5 -1.1 1.0
N -0.24698 1.44115 0.36401 1.1 0.9 -3.9
C -0.10598 1.43131 -0.98983 -1.6 0.1 0.8
N -0.35261 0.42879 -1.99195 1.6 0.5 -1.1
S -1.19816 -1.11832 -1.64556 3.5 0.2 -0.1
H -1.19417 0.50367 2.38645 0.4 -2.6 -0.4
H -1.52477 -0.96389 1.14310 1.8 1.0 1.4
H 0.07357 -1.09308 2.40068 -3.0 1.1 -0.4
H 1.32747 -1.19076 1.42403 1.2 0.6 -2.4
H -0.09648 2.43300 -1.56020 0.1 -1.3 1.4
H 0.33506 0.65763 -2.95145 -2.8 -1.5 3.6
H -0.06156 -2.11069 -1.24893 -2.0 2.2 -0.7


No. 5
14
Properties=species:S:1:pos:R:3:forces:R:3 method="wB97M-V/def2-TZVPD" lumo_energy_ev=-4.60 spin_multiplicity=1 total_charge=+1 e_above_lowest_kj_mol=384.7
C -1.00347 0.49461 0.72899 -1.2 0.8 0.9
C -2.28051 0.16599 0.48878 0.7 -0.1 0.6
C -0.06911 -0.02664 -0.28128 -2.5 -1.0 -1.1
N -2.41958 -0.83292 -0.50070 -1.1 -0.8 -0.7
N -1.43061 -1.21649 -1.02158 2.4 1.1 0.0
N 0.48445 0.87164 -1.19317 1.9 -0.9 0.1
N 0.88098 -1.05671 0.12889 1.0 0.2 2.0
H -0.82824 1.16748 1.57785 0.5 -0.1 -0.6
H -3.22199 0.38302 0.95392 0.1 0.6 0.5
H -0.13095 1.34720 -1.80568 -1.1 0.6 -0.2
H 1.18935 0.44882 -1.80245 -0.2 0.1 0.3
H 0.54215 -1.99570 0.02079 -0.2 -0.8 -0.8
H 1.22876 -1.03821 1.08442 -1.3 0.4 1.4
H 1.82708 -0.93403 -0.14850 1.1 0.0 -2.3


No. 6
14
Properties=species:S:1:pos:R:3:forces:R:3 method="wB97M-V/def2-TZVPD" smiles=NC[n+]1ccn[nH]1 lumo_energy_ev=-4.18 spin_multiplicity=1 total_charge=+1 e_above_lowest_kj_mol=288.0
N 2.09525 0.70258 0.02486 -5.6 -0.8 0.2
C 0.72900 0.58620 0.89867 2.9 5.0 -0.8
N -0.29537 -0.10480 0.15326 2.8 0.3 0.3
C -1.45419 -0.59620 0.40828 -4.5 0.0 3.6
C -2.02814 -0.94374 -0.79433 -0.3 -0.5 -0.3
N -1.15166 -0.66684 -1.75969 0.3 -0.6 0.0
N -0.10027 -0.22399 -1.13163 1.6 0.9 -3.0
H 2.71076 1.40476 0.37042 0.6 -0.1 0.6
H 2.28704 -0.26263 0.05518 2.2 -0.9 0.1
H 1.04712 0.21763 1.85120 -0.8 -0.8 0.5
H 0.40062 1.70046 1.00506 0.3 -2.1 0.1
H -2.07555 -0.50294 1.39174 2.0 -0.4 -1.7
H -3.00319 -1.42143 -0.90208 0.5 0.4 -0.4
H 0.83858 0.11095 -1.57093 -2.0 -0.5 1.0


No. 7
14
Properties=species:S:1:pos:R:3:forces:R:3 method="wB97M-V/def2-TZVPD" lumo_energy_ev=-4.49 spin_multiplicity=1 total_charge=+1 e_above_lowest_kj_mol=666.7
C -2.14686 0.05019 1.47499 -1.0 2.3 1.9
C -1.02108 0.57781 0.82732 -0.6 2.3 -1.2
N -0.15176 1.26065 0.43673 -1.6 -2.1 0.2
N 1.03595 1.18288 0.10913 2.3 4.8 1.9
C 1.92756 0.74201 -0.60919 1.7 -5.1 -1.1
N 1.71029 -0.48731 -1.20094 -2.2 -0.1 0.7
N 0.27655 -0.77777 -0.93436 2.5 -0.6 -1.8
H -2.46515 0.88543 2.27665 0.3 -2.0 -1.7
H -1.56490 -0.66321 1.99805 -0.1 -1.6 1.4
H -2.94906 -0.40934 0.88999 0.3 0.4 0.0
H 2.99685 0.60605 -0.47161 0.7 2.6 0.4
H 2.08344 -0.84794 -2.07133 0.3 0.3 0.0
H 0.27635 -1.78769 -0.92717 -0.8 -0.2 -0.6
H -0.00818 -0.33178 -1.79828 -1.9 -1.0 -0.1


No. 8
14
Properties=species:S:1:pos:R:3:forces:R:3 method="wB97M-V/def2-TZVPD" smiles=NC[n+]1ccn[nH]1 lumo_energy_ev=-4.30 spin_multiplicity=1 total_charge=+1 e_above_lowest_kj_mol=217.1
N 0.02069 1.72211 0.30509 -1.3 0.9 2.1
C 0.59075 0.69349 -0.39903 2.3 -1.5 -3.1
N -0.22429 -0.53993 -0.30768 1.1 -0.6 1.6
C -0.07295 -1.56627 0.55908 2.2 1.0 0.8
C -1.14954 -2.37708 0.32829 -0.3 0.5 0.1
N -1.89157 -1.86223 -0.64391 -1.1 -0.5 -0.2
N -1.32909 -0.77457 -0.98375 0.3 1.3 -1.2
H -0.20681 1.41687 1.27093 0.4 1.0 -0.8
H 0.36795 2.68949 0.21219 -0.2 -1.2 0.0
H 0.53337 0.86073 -1.52201 0.7 0.4 1.2
H 1.67819 0.33118 -0.16024 -1.8 0.6 -0.3
H 0.85108 -1.63325 1.25196 -2.0 0.2 -1.3
H -1.52879 -3.14271 0.92099 -0.2 -1.6 0.5
H -1.59479 -0.16309 -1.77077 -0.1 -0.5 0.6